Density functional theory data (the ωB97M-V functional and the def2-TZVPD basis) for a molecular structure, C49H34FIrN11O3 at a distorted geometry.

XYZ file:
```
99
Properties=species:S:1:pos:R:3:forces:R:3:mulliken_charge:R:1
Ir 1.777142 -1.001835 -1.794097 0.9 -0.1 -0.2 1.513
F -3.870387 -1.670803 2.610057 0.0 0.0 0.0 -0.416
O 0.957399 0.447775 -2.913944 0.1 -0.8 -0.1 -0.556
O -0.978295 -0.832526 -1.325319 -1.1 0.8 0.0 -0.564
O 0.918417 2.643154 -2.790144 -0.2 0.1 -0.1 -0.699
N 0.727094 -3.800799 -3.364655 0.2 -0.1 -0.3 -0.601
N 3.317634 0.259250 -2.094552 -0.6 0.3 -0.3 -0.341
N 0.232220 -2.087100 1.010988 0.2 -0.2 0.2 -0.163
N 1.678799 -0.372636 0.113962 0.6 -0.5 0.0 -0.056
N -4.426061 0.849722 3.792813 0.0 0.1 0.0 0.363
N 3.275276 1.434647 -0.012557 0.1 -0.1 0.0 -0.531
N 3.794823 -0.323751 -4.367109 -0.1 -0.3 -0.1 -0.590
N -1.627619 2.830041 0.355840 -0.1 -0.1 0.1 0.434
N -4.866300 1.721997 6.071664 0.2 0.1 0.1 -0.153
N 0.674024 -2.592835 -1.288149 0.0 -0.3 -0.3 -0.621
N 2.123008 -1.862522 -3.566557 0.4 -0.2 0.4 -0.140
C -0.451358 1.483019 -1.265887 -0.1 0.2 0.2 0.383
C -3.037812 1.817499 2.066960 0.1 -0.1 -0.1 -0.417
C -2.400756 -6.010075 -1.067622 0.0 0.0 0.0 -0.753
C -3.601369 0.690126 2.647916 0.1 -0.1 -0.1 -1.292
C -1.417093 4.642698 2.118685 0.0 0.0 0.0 -0.474
C 4.089174 -2.514659 -6.571855 -0.1 0.0 0.1 -0.242
C 3.239257 -2.436600 -5.479492 0.0 -0.2 -0.1 0.301
C 3.171769 1.122317 3.090616 -0.1 0.0 0.1 -0.333
C 3.825576 0.490547 -3.326509 0.1 -0.1 0.2 0.278
C 2.466990 0.465053 2.085367 0.0 0.0 0.0 0.082
C -1.965770 4.153135 0.806074 0.0 0.1 0.1 -0.331
C -5.541631 1.775714 3.726002 -0.1 0.0 -0.1 -0.695
C -1.917416 0.446624 0.415283 0.0 0.0 0.0 0.563
C 2.945647 0.726005 4.393482 0.0 0.1 0.0 -0.703
C -2.201991 1.710001 0.950226 0.1 -0.1 0.0 -0.507
C 1.096542 -1.088817 1.123518 -0.3 0.3 0.1 -0.380
C 3.576194 1.329439 -1.279893 0.2 0.0 0.1 -0.395
C -4.745319 -0.275211 4.655005 0.0 -0.1 0.0 -0.782
C -2.559185 -5.496841 0.227222 0.0 0.0 0.0 -0.760
C 2.046645 -0.309204 4.694632 -0.1 0.0 0.0 -0.736
C -0.779107 -4.343318 -1.520721 0.0 -0.1 0.1 -0.164
C -5.582639 2.558443 5.048984 -0.1 0.1 0.0 -0.754
C 2.532797 0.551364 0.645635 -0.3 0.3 0.0 0.088
C -5.299417 0.292539 5.977111 -0.1 -0.1 0.1 -0.680
C 2.257610 -4.600003 -5.971227 0.0 0.1 0.1 -0.247
C 4.517597 1.771748 -3.314871 0.0 0.1 0.1 0.397
C 1.567831 -0.565162 2.385408 0.0 0.0 0.0 0.322
C -1.827058 -4.411005 0.665603 0.0 0.0 0.0 -0.190
C 4.896922 3.532196 -1.691176 0.0 -0.1 0.0 -0.459
C 3.104005 -4.676806 -7.065960 0.0 0.0 0.0 -0.665
C 4.004413 -3.650549 -7.362509 0.0 0.0 0.0 -0.645
C 1.352750 -0.969392 3.700740 0.0 0.1 0.0 -0.340
C 0.249360 -3.548874 -2.165810 0.1 0.2 0.4 0.205
C -1.071520 0.265886 -0.796105 -0.4 0.0 0.0 0.951
C -0.929024 -3.838203 -0.227669 0.0 -0.1 -0.1 0.272
C 0.005263 -2.737461 -0.095804 0.2 -0.2 0.1 0.377
C 1.652786 -3.074783 -3.956220 -0.3 0.1 -0.1 0.096
C 5.228066 2.449330 -4.292697 0.0 0.0 0.0 -0.429
C 0.533712 1.565394 -2.386242 0.1 0.3 0.3 -0.277
C 5.602328 4.212335 -2.670182 0.0 0.0 0.0 -0.626
C -0.803770 2.669054 -0.704448 0.2 -0.1 -0.1 -0.710
C 5.766374 3.678754 -3.951675 0.0 0.0 0.0 -0.614
C -2.476015 -0.682874 1.003809 -0.1 0.1 0.1 -0.627
C 4.355316 2.302400 -2.034195 0.1 0.0 -0.1 0.648
C 3.096270 -1.436884 -4.423845 0.0 0.3 -0.1 0.033
C 2.336845 -3.461596 -5.185590 0.2 0.0 -0.2 0.180
C -1.509635 -5.443479 -1.956675 0.0 0.1 0.0 -0.141
C -0.904034 5.205873 0.826740 0.0 0.0 0.0 -1.080
C -3.302525 -0.555654 2.088945 0.0 0.0 -0.1 0.436
H -4.987934 2.099069 7.012691 0.0 0.0 -0.1 0.328
H -3.267405 -5.968709 0.892835 0.0 0.0 0.1 0.413
H 4.650490 -3.750606 -8.223137 0.0 0.0 0.0 0.404
H -6.598187 2.721123 5.408593 0.0 0.0 0.0 0.372
H 6.325144 4.240637 -4.686950 0.0 0.0 0.0 0.401
H 1.911422 -0.602828 5.726742 0.0 0.0 0.0 0.446
H -5.426886 2.459740 2.889444 0.0 0.0 0.0 0.497
H -5.494499 -0.950792 4.227075 0.1 0.0 0.0 0.451
H -0.383142 3.574143 -1.119913 0.0 0.0 0.0 0.866
H -1.937395 -4.017037 1.665595 0.0 0.0 0.1 0.605
H -3.840679 -0.852365 4.844118 -0.1 0.0 0.0 0.512
H 0.094219 4.922470 0.531897 0.1 0.0 0.0 0.358
H 5.346837 2.030374 -5.280114 0.0 0.0 -0.1 0.556
H -2.264180 -1.653376 0.577525 -0.1 0.0 0.0 0.576
H 1.564685 -5.393506 -5.731563 0.0 0.0 0.0 0.569
H -1.377837 -5.830465 -2.956105 0.0 0.0 -0.1 0.584
H -5.060784 3.513264 4.995072 0.0 0.0 0.0 0.426
H -2.054442 5.261342 2.735172 0.0 0.0 0.0 0.302
H 4.786506 -1.719062 -6.790902 0.0 0.0 0.0 0.558
H -4.919122 -0.242244 6.846203 0.0 0.0 -0.1 0.367
H -3.222496 2.787187 2.502926 0.0 0.1 0.0 0.931
H 3.875470 1.904595 2.849244 0.1 0.0 0.0 0.583
H 0.674243 -1.779064 3.924253 0.0 -0.1 0.0 0.593
H -6.388689 0.294244 6.013294 0.1 0.0 0.0 0.334
H -2.984479 -6.868591 -1.366624 0.0 0.0 0.0 0.405
H -6.487267 1.237582 3.578681 0.0 0.0 0.0 0.325
H -1.191275 6.205599 0.542193 0.0 0.0 0.0 0.260
H 3.478521 1.209355 5.199517 0.0 0.0 0.0 0.433
H 6.037016 5.176093 -2.443801 0.0 0.0 0.0 0.410
H -3.869327 1.748392 5.828510 -0.1 0.0 0.1 0.373
H 3.073468 -5.549332 -7.703092 0.0 0.0 0.0 0.404
H 4.768224 3.938175 -0.698106 0.0 0.0 0.0 0.545
H -2.970524 4.460298 0.536156 0.0 0.0 0.0 0.500
H -0.760467 3.972472 2.655244 0.0 0.0 0.0 0.269
```
Forces are in eV/Å.

Properties
net charge: +1
electronic energy: -79451.1601 eV
Kohn-Sham gap: 4.64 eV
max |F|: 1.4 eV Å⁻¹
ΔE to the lowest compared entry with this formula, charge and spin: 112.3 kJ/mol